Entry 1:
ORCA calculation (the ωB97M-V functional and the def2-TZVPD basis) on C22H45N2O9Sr as an isolated structure in a non-equilibrium geometry.

Element x y z (Å)
1 Sr -0.166 0.274 0.548
2 C -0.094 2.501 -2.239
3 C -1.194 1.484 -2.485
4 O -0.681 0.212 -2.125
5 C -1.563 -0.868 -2.399
6 C -1.089 -2.073 -1.610
7 O -1.166 -1.743 -0.228
8 C -1.520 -2.817 0.632
9 C -1.634 -2.254 2.050
10 O -2.194 -0.946 2.075
11 C -3.601 -0.868 1.959
12 C -4.076 -0.658 0.525
13 O -3.509 0.473 -0.114
14 C -4.090 1.731 0.191
15 C -3.283 2.496 1.228
16 O -1.933 2.639 0.828
17 C -1.612 3.790 0.070
18 C -0.115 3.744 -0.180
19 O 0.283 2.564 -0.866
20 H -0.411 3.481 -2.605
21 H 0.787 2.193 -2.808
22 H -1.473 1.506 -3.545
23 H -2.083 1.707 -1.883
24 H -1.569 -1.096 -3.471
25 H -2.578 -0.609 -2.082
26 H -0.055 -2.316 -1.874
27 H -1.731 -2.926 -1.845
28 H -0.754 -3.599 0.617
29 H -2.467 -3.257 0.299
30 H -0.638 -2.136 2.466
31 H -2.215 -2.942 2.670
32 H -3.923 -0.029 2.579
33 H -4.075 -1.774 2.352
34 H -5.170 -0.589 0.531
35 H -3.793 -1.511 -0.092
36 H -5.120 1.613 0.542
37 H -4.114 2.297 -0.744
38 H -3.255 1.938 2.165
39 H -3.750 3.469 1.412
40 H -1.861 4.702 0.624
41 H -2.161 3.814 -0.880
42 H 0.405 3.714 0.777
43 H 0.196 4.637 -0.730
44 C -0.001 0.946 4.827
45 C 0.829 1.211 3.578
46 C 1.914 2.246 3.826
47 O -0.030 1.641 2.492
48 C 1.457 -0.140 3.134
49 O 2.404 -0.583 3.757
50 O 0.859 -0.688 2.137
51 H -0.401 1.878 5.238
52 H 0.629 0.476 5.581
53 H -0.826 0.270 4.594
54 H 1.502 3.147 4.287
55 H 2.392 2.511 2.881
56 H 2.669 1.823 4.485
57 H -0.611 2.325 2.842
58 C 4.064 -3.653 -2.856
59 C 4.549 -2.517 -1.956
60 N 3.596 -1.412 -1.849
61 C 3.604 -0.432 -2.929
62 C 2.440 -0.581 -3.912
63 C 2.686 -1.326 -0.844
64 C 2.706 -2.403 0.202
65 N 1.817 -0.362 -0.753
66 H 4.756 -4.494 -2.802
67 H 4.000 -3.332 -3.895
68 H 3.079 -4.001 -2.541
69 H 5.482 -2.115 -2.352
70 H 4.773 -2.899 -0.965
71 H 4.542 -0.554 -3.466
72 H 3.617 0.578 -2.506
73 H 2.473 -1.558 -4.393
74 H 2.510 0.185 -4.686
75 H 1.478 -0.479 -3.409
76 H 3.647 -2.372 0.752
77 H 2.599 -3.396 -0.238
78 H 1.914 -2.218 0.917
79 H 1.928 0.308 -1.510

Total energy: -45784.789 eV
Gap between HOMO and LUMO: 0.337 Ha
E_HOMO: -11.05 eV
Relative energy (zero: lowest compared OMol25 entry of this formula, charge and spin): 49.7 kJ/mol
Total charge: +1

=====

Entry 2:
ORCA calculation (the ωB97M-V functional and the def2-TZVPD basis) on C42H59Cl3N3O4V as an isolated structure in a non-equilibrium geometry.

Element x y z (Å)
1 V -0.268 0.812 1.881
2 C 1.030 -0.365 5.694
3 N 0.202 -1.227 4.873
4 C -0.849 -1.836 5.669
5 C 0.978 -2.188 4.148
6 C 1.579 -1.681 2.837
7 N 0.696 -1.209 1.710
8 C 1.583 -1.374 0.513
9 C 1.609 -0.428 -0.667
10 C 2.399 -0.829 -1.732
11 C 2.667 0.010 -2.803
12 C 2.157 1.302 -2.734
13 C 1.331 1.740 -1.707
14 C 0.992 0.823 -0.692
15 O 0.072 1.031 0.252
16 C 0.821 3.182 -1.660
17 C -0.713 3.189 -1.755
18 C 1.365 4.032 -2.812
19 C 1.289 3.842 -0.352
20 C 3.482 -0.508 -3.984
21 C 4.849 -1.005 -3.490
22 C 2.705 -1.662 -4.639
23 C 3.721 0.571 -5.042
24 C -0.458 -2.146 1.582
25 C -1.317 -1.930 0.371
26 C -1.369 -2.848 -0.667
27 C -2.306 -2.718 -1.677
28 C -3.275 -1.724 -1.513
29 C -3.268 -0.786 -0.493
30 C -2.182 -0.822 0.420
31 O -1.952 0.093 1.346
32 C -4.395 0.238 -0.336
33 C -4.993 0.115 1.078
34 C -5.530 0.001 -1.333
35 C -3.842 1.652 -0.563
36 C -2.307 -3.580 -2.935
37 C -1.119 -4.545 -2.968
38 C -2.192 -2.650 -4.156
39 C -3.602 -4.397 -3.034
40 H 1.519 -0.923 6.510
41 H 0.412 0.420 6.132
42 H 1.801 0.111 5.089
43 H -0.451 -2.464 6.484
44 H -1.490 -2.454 5.038
45 H -1.469 -1.052 6.100
46 H 0.357 -3.060 3.940
47 H 1.834 -2.548 4.745
48 H 2.121 -2.553 2.452
49 H 2.302 -0.888 3.028
50 H 1.401 -2.378 0.117
51 H 2.611 -1.363 0.880
52 H 2.819 -1.829 -1.700
53 H 2.403 1.998 -3.521
54 H -1.031 2.801 -2.725
55 H -1.098 4.206 -1.647
56 H -1.161 2.566 -0.986
57 H 1.061 3.637 -3.783
58 H 2.454 4.100 -2.776
59 H 0.963 5.042 -2.723
60 H 0.939 3.301 0.523
61 H 0.914 4.867 -0.300
62 H 2.380 3.874 -0.315
63 H 4.750 -1.853 -2.813
64 H 5.370 -0.205 -2.960
65 H 5.467 -1.319 -4.334
66 H 2.569 -2.492 -3.945
67 H 3.240 -2.032 -5.517
68 H 1.718 -1.317 -4.952
69 H 4.301 1.404 -4.638
70 H 2.780 0.955 -5.438
71 H 4.284 0.141 -5.872
72 H -1.083 -1.996 2.464
73 H -0.077 -3.175 1.579
74 H -0.672 -3.680 -0.658
75 H -4.087 -1.691 -2.228
76 H -5.440 -0.874 1.206
77 H -5.770 0.868 1.233
78 H -4.235 0.251 1.844
79 H -5.955 -0.997 -1.215
80 H -5.196 0.125 -2.366
81 H -6.321 0.730 -1.147
82 H -2.971 1.826 0.061
83 H -4.595 2.407 -0.319
84 H -3.550 1.781 -1.608
85 H -0.174 -4.003 -2.886
86 H -1.114 -5.086 -3.915
87 H -1.180 -5.281 -2.163
88 H -1.311 -2.013 -4.060
89 H -3.068 -2.007 -4.245
90 H -2.103 -3.238 -5.073
91 H -3.689 -5.081 -2.187
92 H -3.607 -4.986 -3.955
93 H -4.480 -3.751 -3.041
94 Cl -3.997 3.648 2.989
95 C -2.334 3.178 3.264
96 Cl -1.572 4.267 4.443
97 Cl -1.415 3.244 1.754
98 C -2.233 1.717 3.879
99 O -3.051 1.413 4.709
100 O -1.215 1.090 3.448
101 N 1.124 1.429 2.472
102 C 2.261 2.040 2.898
103 C 2.231 2.937 3.980
104 C 3.380 3.600 4.366
105 C 4.578 3.380 3.699
106 C 4.623 2.486 2.636
107 C 3.482 1.819 2.235
108 H 1.286 3.105 4.480
109 H 3.346 4.295 5.195
110 H 5.477 3.898 4.007
111 H 5.553 2.322 2.107
112 H 3.494 1.133 1.395

Total energy: -120428.726 eV
Gap between HOMO and LUMO (spin up / spin down): 0.254 / 0.254 Ha
E_HOMO (spin up / spin down): -7.55 / -7.55 eV
Relative energy (zero: lowest compared OMol25 entry of this formula, charge and spin): 0.0 kJ/mol
Total charge: 0

=====

Q: Which of these has the highest total energy?
A: C22H45N2O9Sr